1.
Computed, not measured: a molecular structure, C10H34N14O12Zn2 at a distorted geometry, with ωB97M-V with the def2-TZVPD basis set.

The value obtained for the maximum force is 2.05 eV/Å. As for the molecular weight: 673.248 g/mol. The net charge is +2. The HOMO-LUMO gap comes out at 8.19 eV. The calculation puts the energy at -5629.51316 Ha. The value obtained for the energy above the lowest of the compared OMol25 structures with the same formula, charge and spin is 0.0 kJ/mol.

Geometry as XYZ:
```
72
C10H34N14O12Zn2, DFT ωB97M-V with the def2-TZVPD basis set
Zn 0.432 -0.646 -2.392
Zn -0.774 1.827 2.468
C -0.190 0.678 0.415
O -0.131 1.955 0.551
O 0.327 0.076 -0.574
O -0.763 0.002 1.333
C 1.209 -3.663 -1.797
O 0.987 -2.455 -1.981
N 1.682 -4.128 -0.621
N 0.977 -4.601 -2.736
H 2.043 -3.469 0.053
H 1.892 -5.104 -0.501
H 0.610 -4.336 -3.631
H 1.249 -5.550 -2.552
C -0.181 2.309 -3.487
O -0.096 1.080 -3.298
N -0.336 3.169 -2.461
N -0.001 2.853 -4.701
H -0.223 4.163 -2.506
H -0.531 2.652 -1.614
H -0.038 3.836 -4.894
H 0.183 2.202 -5.446
C -3.949 2.078 1.536
O -2.814 1.869 2.006
N -4.396 1.342 0.498
N -4.812 2.981 2.050
H -5.336 1.469 0.167
H -3.793 0.663 0.065
H -5.559 3.378 1.509
H -4.383 3.484 2.810
C 2.062 -2.404 2.261
O 2.824 -3.227 2.731
N 2.466 -1.510 1.282
N 0.762 -2.240 2.611
H 3.380 -1.491 0.867
H 1.777 -0.888 0.886
H 0.441 -2.939 3.260
H 0.243 -1.429 2.312
C -2.589 -1.766 -2.819
O -1.570 -1.144 -2.485
N -2.613 -3.090 -3.042
N -3.791 -1.148 -2.927
H -1.786 -3.647 -2.948
H -3.517 -3.519 -3.133
H -4.658 -1.653 -2.989
H -3.902 -0.152 -2.991
C -2.814 -3.031 0.692
O -3.260 -4.162 0.601
N -1.489 -2.744 0.601
N -3.583 -1.918 0.964
H -0.769 -3.417 0.774
H -1.269 -1.761 0.687
H -4.519 -2.112 1.275
H -3.053 -1.152 1.347
C 1.926 1.789 4.044
O 1.030 1.661 3.166
N 3.086 1.137 3.857
N 1.809 2.512 5.154
H 3.826 1.240 4.529
H 3.157 0.409 3.165
H 2.521 2.691 5.839
H 0.950 3.031 5.243
C 3.318 2.686 -0.213
C 4.641 2.941 -0.907
O 5.523 3.617 -0.015
O 2.325 2.366 -1.185
H 2.981 3.590 0.304
H 3.463 1.910 0.550
H 4.477 3.545 -1.804
H 5.117 2.020 -1.255
H 6.280 3.043 0.124
H 1.511 2.242 -0.679
```

Löwdin atomic charge list, values in e, 5 entries: 0.8854 0.9731 -0.8407 -0.0851 -0.0737


2.
Computed, not measured: 8 unconnected molecules or ions with the total composition C10H34NO9 at a distorted geometry, with ωB97M-V with the def2-TZVPD basis set.

The value obtained for the maximum force is 5.51 eV/Å. As for the spin multiplicity: 2. As for the molecular weight: 312.380 g/mol. The HOMO-LUMO gap (alpha / beta) comes out at 9.17 / 8.32 eV. The calculation puts the energy at -1133.27596 Ha. As for the expectation value of S²: 0.757.

Geometry as XYZ:
```
54
C10H34NO9, DFT ωB97M-V with the def2-TZVPD basis set
N -0.649 0.381 0.113
H -0.117 0.786 0.870
H -0.111 0.516 -0.731
H -1.605 0.700 0.046
H -0.722 -0.597 0.355
C -4.383 1.006 -0.042
O -3.245 0.964 -0.447
O -5.182 0.660 -0.907
O -4.804 1.359 1.101
O -1.928 3.565 -0.002
H -2.314 2.766 -0.359
H -2.374 4.275 -0.465
O -0.566 2.313 2.093
H -0.330 2.773 2.898
H -0.880 3.001 1.506
O -2.668 0.641 2.831
H -3.405 1.060 2.386
H -1.896 1.093 2.492
C -0.378 -1.907 3.919
C 0.664 -1.308 3.023
C 2.087 -1.863 3.206
O 0.279 -1.619 1.698
H -1.399 -1.688 3.606
H -0.294 -1.578 4.955
H -0.305 -2.994 3.900
H 0.617 -0.221 3.092
H 2.399 -1.700 4.237
H 2.773 -1.267 2.603
H 2.030 -2.918 2.938
H 0.255 -2.578 1.736
C 2.671 -2.192 -0.808
C 1.891 -2.839 -1.976
C 0.447 -3.220 -1.506
O 1.628 -1.866 -2.963
H 2.105 -1.385 -0.343
H 3.605 -1.736 -1.133
H 2.794 -2.853 0.051
H 2.480 -3.694 -2.309
H -0.116 -3.614 -2.352
H -0.093 -2.355 -1.121
H 0.438 -4.067 -0.820
H 1.679 -2.270 -3.832
C -0.343 2.423 -3.506
C 0.990 1.888 -2.950
C 1.657 2.861 -1.988
O 0.679 0.702 -2.219
H -0.039 3.268 -4.123
H -1.088 2.770 -2.790
H -0.905 1.732 -4.135
H 1.635 1.551 -3.762
H 0.921 3.239 -1.278
H 1.902 3.706 -2.631
H 2.491 2.390 -1.467
H 1.024 -0.061 -2.689
```

Löwdin atomic charge list, values in e, 5 entries: 0.3052 0.0894 0.0682 0.0559 0.0962


3.
Computed, not measured: 7 unconnected molecules or ions with the total composition C10H34O7 at a distorted geometry, with ωB97M-V with the def2-TZVPD basis set.

The value obtained for the maximum force is 1.37 eV/Å. As for the molecular weight: 266.375 g/mol. The SMILES is CC(C)O.CC(C)O.CC(C)O.CO.O.O.O. The HOMO-LUMO gap comes out at 9.80 eV. The calculation puts the energy at -928.07219 Ha. The value obtained for the energy above the lowest of the compared OMol25 structures with the same formula, charge and spin is 0.0 kJ/mol.

Geometry as XYZ:
```
51
C10H34O7, DFT ωB97M-V with the def2-TZVPD basis set
C 1.602 -1.117 -2.277
C 2.623 -0.990 -1.156
C 4.047 -1.157 -1.701
O 2.494 0.337 -0.617
H 0.584 -1.085 -1.868
H 1.682 -2.098 -2.749
H 1.629 -0.331 -3.029
H 2.419 -1.756 -0.403
H 4.223 -0.453 -2.515
H 4.228 -2.151 -2.115
H 4.738 -0.913 -0.893
H 3.091 0.442 0.144
C -4.475 1.399 -2.550
C -3.407 1.466 -1.484
C -3.851 0.873 -0.147
O -2.255 0.763 -1.953
H -5.295 2.080 -2.314
H -4.939 0.410 -2.617
H -4.058 1.644 -3.525
H -3.143 2.518 -1.332
H -4.009 -0.206 -0.249
H -4.837 1.253 0.141
H -3.119 1.050 0.639
H -1.658 0.631 -1.202
C -0.463 -1.372 3.204
C -1.075 -2.251 2.131
C -2.579 -2.388 2.307
O -0.769 -1.633 0.870
H -0.873 -1.562 4.196
H -0.686 -0.318 3.010
H 0.623 -1.466 3.248
H -0.673 -3.269 2.207
H -2.787 -2.697 3.335
H -3.002 -3.130 1.626
H -3.102 -1.442 2.160
H -1.136 -2.212 0.187
C 3.123 0.389 2.608
O 4.226 0.211 1.734
H 3.080 -0.386 3.379
H 3.147 1.370 3.091
H 2.169 0.336 2.083
H 5.028 0.057 2.233
O -0.137 1.027 0.146
H 0.778 0.740 -0.054
H -0.581 0.219 0.472
O 2.965 2.129 -2.934
H 3.679 2.638 -2.537
H 2.599 1.602 -2.199
O -0.941 3.782 -0.099
H -0.193 4.188 -0.548
H -0.732 2.826 -0.083
```

Löwdin atomic charge list, values in e, 5 entries: -0.0416 -0.4495 -0.0437 -0.0992 0.0681


4.
Computed, not measured: 6 unconnected molecules or ions with the total composition C10H35N2O10S3 at a distorted geometry, with ωB97M-V with the def2-TZVPD basis set.

The value obtained for the maximum force is 3.87 eV/Å. As for the molecular weight: 439.595 g/mol. The net charge is +1. The HOMO-LUMO gap comes out at 7.52 eV. The calculation puts the energy at -2458.11773 Ha.

Geometry as XYZ:
```
60
C10H35N2O10S3, DFT ωB97M-V with the def2-TZVPD basis set
N 4.630 -0.580 -0.768
H 4.349 -1.250 -1.470
H 5.245 0.145 -1.108
H 4.958 -1.201 -0.042
H 3.753 -0.125 -0.555
N 0.814 -1.144 -1.835
H 0.160 -1.669 -1.272
H 0.395 -0.577 -2.558
H 1.453 -1.767 -2.309
H 1.301 -0.551 -1.180
C 1.960 1.216 1.116
O 2.166 0.534 -0.043
H 0.893 1.386 1.256
H 2.318 0.688 1.999
H 2.557 2.128 1.110
O 3.488 -1.696 4.036
S 2.777 -2.914 3.658
O 3.163 -4.262 4.150
O 1.196 -2.725 4.222
C 0.576 -1.497 3.885
C -0.836 -1.526 4.533
C 2.476 -3.026 1.880
H 0.496 -1.517 2.798
H 1.215 -0.723 4.311
H -1.317 -0.564 4.356
H -0.715 -1.559 5.616
H -1.488 -2.301 4.130
H 1.688 -3.737 1.633
H 3.416 -3.267 1.384
H 2.165 -2.091 1.413
O -0.478 -2.676 0.041
S -1.704 -2.802 0.827
O -1.894 -3.842 1.844
O -2.072 -1.317 1.537
C -2.175 -0.171 0.668
C -2.418 1.075 1.501
C -3.227 -2.911 -0.236
H -2.956 -0.153 -0.092
H -1.293 -0.027 0.044
H -2.053 1.970 0.998
H -1.756 0.957 2.359
H -3.457 1.237 1.789
H -3.401 -3.918 -0.613
H -3.196 -2.215 -1.074
H -4.082 -2.790 0.428
O -2.535 2.233 -2.218
S -1.207 2.173 -2.798
O -0.563 0.874 -3.092
O -1.247 2.974 -4.221
C -1.960 4.176 -4.288
C -1.774 4.657 -5.722
C -0.141 3.181 -1.665
H -1.597 4.945 -3.606
H -3.020 4.029 -4.082
H -0.721 4.672 -6.002
H -1.988 5.715 -5.873
H -2.428 4.041 -6.338
H -0.023 2.636 -0.728
H -0.675 4.121 -1.524
H 0.790 3.329 -2.212
```

Löwdin atomic charge list, values in e, 5 entries: 0.3200 0.1356 0.1540 0.1462 0.0425